A cluster of 7 separate species, C6H24ClN12O10 in total in a non-equilibrium geometry. Source: OMol25; level of theory: ωB97M-V/def2-TZVPD.

Last column: natural (NBO) charge in e.
Geometry (Å):
1 Cl 0.138 0.768 0.167  2.550
2 O -0.857 0.088 -0.637  -0.883
3 O -0.345 2.096 0.449  -0.859
4 O 0.336 0.041 1.414  -0.919
5 O 1.386 0.824 -0.539  -0.850
6 C -3.544 -2.602 -1.870  0.772
7 O -4.490 -3.230 -2.314  -0.671
8 N -3.361 -1.265 -2.100  -0.864
9 N -2.575 -3.165 -1.093  -0.847
10 H -2.886 -0.615 -1.493  0.405
11 H -4.035 -0.768 -2.655  0.394
12 H -2.583 -4.159 -0.979  0.409
13 H -1.866 -2.564 -0.711  0.400
14 C 4.097 1.929 -3.008  0.775
15 O 4.555 2.178 -1.913  -0.647
16 N 4.796 2.250 -4.160  -0.863
17 N 2.859 1.384 -3.225  -0.853
18 H 4.539 1.955 -5.083  0.379
19 H 5.770 2.410 -3.969  0.397
20 H 2.655 0.964 -4.113  0.377
21 H 2.393 1.048 -2.395  0.431
22 C 1.644 2.572 4.002  0.777
23 O 2.302 3.375 4.637  -0.667
24 N 0.293 2.706 3.825  -0.851
25 N 2.181 1.414 3.463  -0.860
26 H -0.178 2.106 3.170  0.401
27 H -0.056 3.608 4.085  0.401
28 H 3.124 1.510 3.123  0.397
29 H 1.567 0.946 2.809  0.391
30 C -2.059 -3.057 3.091  0.777
31 O -3.032 -3.782 3.106  -0.663
32 N -0.907 -3.268 3.802  -0.850
33 N -2.004 -1.936 2.295  -0.875
34 H -0.811 -4.146 4.273  0.402
35 H -0.191 -2.568 3.802  0.398
36 H -2.874 -1.633 1.889  0.394
37 H -1.329 -1.188 2.231  0.410
38 C 1.805 -3.387 0.975  0.779
39 O 2.239 -4.523 0.994  -0.674
40 N 1.097 -2.893 -0.078  -0.858
41 N 2.007 -2.467 1.984  -0.876
42 H 0.726 -1.968 -0.180  0.402
43 H 0.800 -3.582 -0.745  0.399
44 H 1.775 -1.519 1.733  0.414
45 H 2.589 -2.801 2.725  0.405
46 C -2.495 3.545 -2.995  0.770
47 O -3.173 3.931 -3.937  -0.680
48 N -1.538 2.586 -3.157  -0.850
49 N -2.569 4.078 -1.730  -0.851
50 H -0.929 2.399 -2.382  0.405
51 H -1.485 2.237 -4.093  0.409
52 H -2.078 3.591 -0.996  0.396
53 H -3.425 4.545 -1.493  0.398

Output
- energy above the lowest of the compared OMol25 structures with the same formula, charge and spin (kcal/mol) = 5.5
- total charge = -1
- molecular weight (g/mol) = 459.8
- E_HOMO (eV) = -7.65
- E (hartree) = -2112.813950